Entry from the OMol25 dataset: a molecular structure, C3H8NOS in a non-equilibrium geometry (ωB97M-V/def2-TZVPD).

Kohn-Sham gap = 8.85 eV
Energy relative to the best compared isomer or geometry (same formula, charge and spin) = 68.66 kcal per mole
Multiplicity = 1
Lowest unoccupied orbital energy = -4.78 eV
Charge = +1
Calculated total energy = -646.91504 hartree
HOMO level = -13.6 eV

Geometry (Å):
H: 1.10 -0.73 1.36
H: 0.91 1.74 0.77
N: 0.29 -0.07 -0.42
H: -1.75 0.80 -0.19
C: 1.16 -1.15 0.25
H: 0.36 -0.21 -1.52
S: 3.09 0.47 -0.02
H: 0.81 -2.18 0.14
H: -1.54 -0.93 -0.28
O: 2.37 -0.99 -0.34
C: 0.94 1.24 -0.20
H: 0.88 1.79 -1.02
C: -1.05 -0.07 0.10
H: -0.93 -0.17 1.22

---

Entry from the OMol25 dataset: 2 unconnected molecules or ions with the total composition C3H8NS in a non-equilibrium geometry (ωB97M-V/def2-TZVPD).

Kohn-Sham gap = 6.40 eV
Energy relative to the best compared isomer or geometry (same formula, charge and spin) = 25.90 kcal per mole
Multiplicity = 1
Lowest unoccupied orbital energy = 3.94 eV
Charge = -1
Calculated total energy = -572.03698 hartree
HOMO level = -2.5 eV

Geometry (Å):
H: 0.57 -0.19 0.60
C: 1.52 0.59 -1.07
C: -1.78 -1.17 -0.24
H: 2.31 -0.15 0.68
C: 2.56 1.40 -1.34
H: -2.76 -1.60 -0.14
N: 1.49 -0.29 0.04
H: -1.83 -0.70 -1.22
S: -1.77 -0.13 1.29
H: 3.36 1.43 -0.66
H: 2.55 1.98 -2.27
H: -0.93 -1.90 -0.16
H: 0.75 0.35 -1.80

---

Entry from the OMol25 dataset: 2 unconnected molecules or ions with the total composition C3H8NS in a non-equilibrium geometry (ωB97M-V/def2-TZVPD).

Kohn-Sham gap = 6.69 eV
Energy relative to the best compared isomer or geometry (same formula, charge and spin) = 17.90 kcal per mole
Multiplicity = 1
Lowest unoccupied orbital energy = 4.12 eV
Charge = -1
Calculated total energy = -572.04973 hartree
HOMO level = -2.6 eV

Geometry (Å):
H: 2.36 0.93 -2.92
H: -2.80 -2.00 1.82
N: -0.97 0.72 0.99
H: -0.01 0.69 0.66
H: -0.57 -1.22 1.48
S: 1.46 -0.11 -0.89
H: 3.52 -0.27 -2.24
H: -3.50 -0.30 1.36
H: -1.52 1.25 0.36
C: -1.40 -0.52 1.37
H: 3.32 1.31 -1.51
C: -2.66 -0.97 1.54
C: 2.78 0.49 -2.02

---

Entry from the OMol25 dataset: 2 unconnected molecules or ions with the total composition C3H8NS in a non-equilibrium geometry (ωB97M-V/def2-TZVPD).

Kohn-Sham gap = 7.34 eV
Energy relative to the best compared isomer or geometry (same formula, charge and spin) = 20.02 kcal per mole
Multiplicity = 1
Lowest unoccupied orbital energy = 4.25 eV
Charge = -1
Calculated total energy = -572.04636 hartree
HOMO level = -3.1 eV

Geometry (Å):
H: -1.04 1.24 2.69
H: -0.72 -2.36 -0.60
C: 0.04 -1.54 -0.70
C: -0.83 1.21 1.65
H: -0.80 -0.94 1.65
S: 1.84 1.01 -1.56
C: -0.72 -0.02 1.06
H: 2.02 2.18 -2.24
H: -0.76 2.14 1.08
H: 0.26 -1.41 -1.78
H: 0.15 0.51 -0.78
H: 1.02 -1.77 -0.19
N: -0.47 -0.25 -0.29

---

Entry from the OMol25 dataset: 2 unconnected molecules or ions with the total composition C3H8NS (ωB97M-V/def2-TZVPD).

Kohn-Sham gap = 6.49 eV
Energy relative to the best compared isomer or geometry (same formula, charge and spin) = 15.44 kcal per mole
Multiplicity = 1
Lowest unoccupied orbital energy = 3.96 eV
Charge = -1
Calculated total energy = -572.05366 hartree
HOMO level = -2.5 eV

Geometry (Å):
H: -1.82 -0.14 0.87
C: -0.21 -1.27 1.10
N: -0.84 -0.04 1.12
S: -0.20 2.68 -0.68
H: 2.03 1.76 -1.14
C: 1.14 2.03 -1.71
H: -1.87 -2.55 1.19
H: -0.44 0.67 0.48
H: 0.88 -1.19 1.11
H: -0.20 -3.38 1.24
H: 0.85 1.14 -2.28
C: -0.79 -2.48 1.18
H: 1.47 2.76 -2.46

---

Entry from the OMol25 dataset: 2 unconnected molecules or ions with the total composition C3H8NS in a non-equilibrium geometry (ωB97M-V/def2-TZVPD).

Kohn-Sham gap (spin up / spin down) = 2.08 / 5.95 eV
Energy relative to the best compared isomer or geometry (same formula, charge and spin) = 44.07 kcal per mole
⟨S²⟩ = 0.7508
Multiplicity = 2
Lowest unoccupied orbital energy (spin up / spin down) = 6.42 / 6.33 eV
Charge = -2
Calculated total energy = -571.84143 hartree
HOMO level (spin up / spin down) = 4.3 / 0.4 eV

Geometry (Å):
H: 0.45 -0.94 0.58
H: 1.79 -0.24 -0.08
H: -1.62 0.71 -0.28
C: -1.51 1.40 0.59
N: 1.24 -1.04 -0.18
H: -0.49 -1.94 -2.94
C: -0.04 -1.14 -2.35
C: 0.76 -1.59 -1.37
H: -2.42 1.18 1.16
H: -0.02 -0.15 -2.76
H: -1.34 2.39 0.21
H: 0.73 -2.77 -1.37
S: -0.06 1.07 1.60